[1]
Formula: C3H10NO
Source: the Open Molecules 2025 dataset
Level of theory: ωB97M-V with the def2-TZVPD basis set

The LUMO energy comes out at -5.801 eV. For the orbital gap, the calculation gives 9.40 eV. Its HOMO energy is -15.20 eV.

ORCA input file:
```
! RIJCOSX wB97M-V def2-TZVPD def2/J DEFGRID3
* xyz 1 1
C -1.0676 0.7713 -2.1046
O -0.6340 1.3465 -0.8552
H -0.5491 -0.1582 -2.3165
H -2.1379 0.6003 -1.9927
H -0.9383 1.4557 -2.9418
H -1.2900 1.9832 -0.5489
C 0.0096 -1.4561 1.1556
C 1.7386 0.2330 1.4870
N 0.7502 -0.2529 0.8030
H 0.1147 -2.1323 0.3074
H -1.0530 -1.2260 1.2126
H 0.3910 -1.9447 2.0426
H 1.7341 -0.0979 2.5288
H 2.7112 0.4430 1.0410
H 0.2206 0.4351 0.1816
*
```

Here are the Mulliken charges for atoms 1 to 8, given in e: C -0.58; O -0.60; H 0.28; H 0.29; H 0.25; H 0.32; C -0.78; C -0.19


[2]
Formula: C3H10NO
Source: the Open Molecules 2025 dataset
Level of theory: ωB97M-V with the def2-TZVPD basis set

The LUMO energy comes out at -4.869 eV. For the orbital gap, the calculation gives 11.59 eV. Its HOMO energy is -16.45 eV.

ORCA input file:
```
! RIJCOSX wB97M-V def2-TZVPD def2/J DEFGRID3
* xyz 1 1
C 2.0649 0.3150 0.3676
C 0.6059 0.7330 0.2261
C -0.0245 -0.9247 -1.3696
N -0.3375 -0.2424 -0.3440
H 2.5825 0.4733 -0.5732
H 2.1452 -0.7262 0.6728
H 2.5109 0.9589 1.1172
H 0.5556 1.6312 -0.3862
H 0.2008 1.0385 1.1825
H 1.0117 -1.1791 -1.5614
H -0.7846 -1.3819 -1.9977
H -1.3044 -0.2998 0.0737
H -3.6022 -0.5765 0.4762
H -2.8794 0.5245 1.2597
O -2.7448 -0.3439 0.8564
*
```

Here are the Mulliken charges for atoms 1 to 8, given in e: C -1.21; C -0.27; C -0.18; N 0.14; H 0.39; H 0.38; H 0.34; H 0.31


[3]
Formula: C3H10NO
Source: the Open Molecules 2025 dataset
Level of theory: ωB97M-V with the def2-TZVPD basis set

The LUMO energy (alpha / beta) comes out at -10.985 / -14.457 eV. As for the expectation value of S²: 0.757. For the orbital gap (alpha / beta), the calculation gives 11.26 / 7.77 eV. Its HOMO energy (alpha / beta) is -22.24 / -22.23 eV.

ORCA input file:
```
! RIJCOSX wB97M-V def2-TZVPD def2/J DEFGRID3
* xyz 2 2
C -1.3483 1.4818 1.2451
N -0.4073 0.5037 1.9572
H -0.8498 1.8418 0.1850
H -2.2370 0.9444 1.0145
H -1.3892 2.3417 1.9355
H 0.5324 0.8264 2.0002
H -0.3248 -0.2714 1.2567
H -0.7324 0.1382 2.8946
O 0.5348 0.0726 -0.3823
C 0.4174 -0.5366 -1.4800
C 1.3952 -1.4672 -2.0436
H -0.5579 -0.7101 -1.9334
H 1.8233 -1.0128 -2.8934
H 0.9286 -2.4460 -2.4266
H 2.2148 -1.7064 -1.3295
*
```

Here are the Mulliken charges for atoms 1 to 8, given in e: C -0.65; N -0.33; H 0.26; H 0.38; H 0.36; H 0.37; H 0.37; H 0.38


[4]
Formula: C3H10NO2
Source: the Open Molecules 2025 dataset
Level of theory: ωB97M-V with the def2-TZVPD basis set

The LUMO energy comes out at 4.353 eV. For the orbital gap, the calculation gives 8.07 eV. Its HOMO energy is -3.72 eV.

ORCA input file:
```
! RIJCOSX wB97M-V def2-TZVPD def2/J DEFGRID3
* xyz -1 1
C 0.3414 -0.7631 -0.6089
O -0.9174 -0.4328 -0.2536
C 1.4519 -0.0435 0.2915
C 1.4344 -0.7479 1.6748
N 1.0351 1.3654 0.4649
H 0.5902 -1.8352 -0.5249
H 0.5857 -0.3445 -1.6218
H 2.4677 -0.1593 -0.0886
H 0.3983 -0.6508 2.0105
H 1.9731 -0.1213 2.3954
H 1.7894 -1.7702 1.6340
H 0.0215 1.2343 0.3999
H 1.1949 1.7505 -0.4705
H -1.9561 0.1007 -1.0586
H -3.3114 1.0348 -0.7515
O -2.9058 0.4625 -1.4002
*
```

Here are the Mulliken charges for atoms 1 to 8, given in e: C -0.48; O -0.85; C 0.20; C -1.44; N -0.89; H 0.24; H 0.28; H 0.40


[5]
Formula: C3H10NO2
Source: the Open Molecules 2025 dataset
Level of theory: ωB97M-V with the def2-TZVPD basis set

The LUMO energy comes out at 4.406 eV. For the orbital gap, the calculation gives 7.94 eV. Its HOMO energy is -3.54 eV.

ORCA input file:
```
! RIJCOSX wB97M-V def2-TZVPD def2/J DEFGRID3
* xyz -1 1
C -0.5974 0.6303 0.7918
N 0.8565 0.3613 0.8698
C 1.0811 -1.1880 0.9287
O 0.9247 -1.8035 -0.2705
C -0.7448 1.7689 -0.2559
H -0.7314 0.7774 2.0080
H -1.1773 -0.3086 0.4771
H 1.2944 0.4705 -0.0710
H 1.9906 -1.2909 1.2699
H 0.2636 -1.6223 1.5251
H 0.0782 2.3773 -0.1517
H -0.6539 1.2421 -1.1849
H -1.5182 2.4741 -0.2315
H -0.6521 -1.6890 -2.5247
H 0.1128 -1.3284 -1.1761
O -0.5267 -0.8712 -2.0040
*
```

Here are the Mulliken charges for atoms 1 to 8, given in e: C -0.05; N -0.64; C -0.53; O -0.80; C -1.38; H 0.21; H 0.31; H 0.29


[6]
Formula: C3H10NO2
Source: the Open Molecules 2025 dataset
Level of theory: ωB97M-V with the def2-TZVPD basis set

The LUMO energy comes out at 4.123 eV. For the orbital gap, the calculation gives 7.36 eV. Its HOMO energy is -3.24 eV.

ORCA input file:
```
! RIJCOSX wB97M-V def2-TZVPD def2/J DEFGRID3
* xyz -1 1
C 0.8479 0.1596 0.3735
N 0.3013 -0.9711 -0.3569
C -1.0359 -1.3834 0.1886
O -1.9554 -0.4184 0.2651
C 2.3164 0.3410 0.0549
H 0.7315 -0.0786 1.4409
H 0.2812 1.0736 0.1559
H 0.2348 -0.6820 -1.3198
H -1.3066 -2.2368 -0.4582
H -0.7702 -1.7212 1.2118
H 2.9267 -0.5189 0.3271
H 2.4615 0.4519 -1.0195
H 2.7480 1.2047 0.5576
H -2.8406 1.9209 -1.1628
H -2.3339 0.9599 -0.0229
O -2.6067 1.8988 -0.2353
*
```

Here are the Mulliken charges for atoms 1 to 8, given in e: C -0.12; N -0.43; C -0.59; O -0.83; C -1.22; H 0.29; H 0.15; H 0.24


[7]
Formula: C3H10NO2
Source: the Open Molecules 2025 dataset
Level of theory: ωB97M-V with the def2-TZVPD basis set

The LUMO energy comes out at 4.267 eV. For the orbital gap, the calculation gives 7.43 eV. Its HOMO energy is -3.16 eV.

ORCA input file:
```
! RIJCOSX wB97M-V def2-TZVPD def2/J DEFGRID3
* xyz -1 1
C 0.0461 1.0935 0.2000
O 0.8597 0.0356 0.6477
C -0.8197 0.4352 -0.8700
C -1.9018 -0.4882 -0.3496
N 0.2151 -0.3329 -1.8218
H -0.6971 1.6288 0.8411
H 0.3890 1.9090 -0.3181
H -1.4380 1.1596 -1.4466
H -1.3715 -1.2702 0.2296
H -2.6238 -0.9170 -1.1320
H -2.5123 0.0564 0.3344
H 0.2065 -1.2037 -1.3059
H 1.2221 -0.0167 -1.6865
H 2.3304 -0.8247 1.5376
H 2.9405 -0.3029 2.9297
O 3.1546 -0.9619 2.2103
*
```

Here are the Mulliken charges for atoms 1 to 8, given in e: C -0.81; O -0.89; C 0.30; C -1.29; N -0.88; H 0.28; H 0.37; H 0.29


Per-record calculated total energy, eV: -6801.854 -6803.570 -6788.656 -8858.490 -8857.077 -8858.466 -8857.191
Per-record energy above the lowest of the compared OMol25 structures with the same formula, charge and spin, eV: 2.457 0.740 3.333 0.304 1.716 0.328 1.603